No. 1
Here is a molecular structure, C43H53CrN2O2P2S from the OMol25 dataset. Energies are from the ωB97M-V functional and the def2-TZVPD basis.

2S+1 = 4
Charge = 0
⟨S²⟩ = 3.8247
Largest force on an atom = 2.46 eV/A
Kohn-Sham gap (spin up / spin down) = 0.248 / 0.267 hartree

Last column: Mulliken spin population.
Cartesian coordinates (Å):
Cr  -13.7486  -14.7332  2.5542  3.130
C  -12.3051  -19.2896  0.8943  0.004
C  -13.2486  -18.1342  0.7151  0.005
C  -14.5910  -18.4682  0.0595  -0.007
P  -13.5809  -17.1499  2.3400  0.116
C  -12.2742  -17.4984  3.6523  -0.040
C  -12.2317  -16.2523  4.5929  0.051
C  -12.4750  -18.7638  4.4441  0.000
C  -15.0846  -17.6958  3.1524  -0.011
C  -15.4802  -19.0194  3.1935  -0.001
C  -16.7539  -19.3999  3.6079  0.007
C  -17.1574  -20.8007  3.7535  -0.001
C  -17.6165  -18.3631  4.0192  -0.003
C  -17.2238  -17.0484  4.1030  0.005
C  -15.9541  -16.6482  3.6175  0.016
N  -15.4948  -15.3131  3.4471  -0.107
C  -16.2835  -14.2082  3.6744  -0.026
C  -16.9987  -13.8649  4.8517  0.004
C  -17.3899  -12.5757  5.1360  -0.002
C  -17.1544  -11.5302  4.2248  -0.009
C  -17.4096  -10.0880  4.4878  0.001
C  -16.6750  -11.8831  3.0055  0.021
C  -16.2374  -13.1629  2.7262  -0.001
P  -15.2852  -13.5309  1.2074  -0.110
C  -16.5517  -14.3066  0.0254  -0.031
C  -17.4695  -15.3770  0.5909  0.008
C  -15.8304  -14.6859  -1.2811  0.000
C  -14.7431  -12.1017  0.3015  -0.010
C  -15.8902  -11.3354  -0.3958  -0.006
C  -13.8707  -11.1775  1.1721  0.017
H  -11.9968  -19.6768  -0.0725  -0.001
H  -12.6759  -20.1232  1.5166  0.000
H  -11.4569  -18.8900  1.4019  0.000
H  -12.7940  -17.3737  0.1478  0.008
H  -15.1339  -19.1873  0.6473  0.001
H  -14.4744  -18.9541  -0.9140  0.000
H  -15.2311  -17.5598  -0.0858  0.002
H  -11.3684  -17.4238  3.1139  -0.003
H  -13.1292  -16.2814  5.2128  0.002
H  -12.1725  -15.2848  3.9996  -0.032
H  -11.3679  -16.2628  5.2148  0.001
H  -13.3818  -18.6968  5.0158  0.000
H  -11.6743  -18.8734  5.1851  -0.001
H  -12.3908  -19.6634  3.8177  0.000
H  -14.7723  -19.7406  2.8834  0.002
H  -18.2216  -20.9311  3.8802  0.000
H  -16.6818  -21.2826  4.6071  0.001
H  -16.8099  -21.3599  2.9003  0.000
H  -18.6365  -18.5456  4.2272  0.000
H  -17.9842  -16.3205  4.3438  0.002
H  -17.2548  -14.6020  5.6215  0.000
H  -17.7562  -12.4434  6.1353  0.000
H  -18.3155  -9.6925  4.0143  0.000
H  -16.5898  -9.5101  4.0519  0.000
H  -17.3844  -9.7998  5.5373  0.000
H  -16.5575  -11.0605  2.3322  0.000
H  -17.1789  -13.4379  -0.2228  -0.005
H  -16.9291  -16.2840  0.9154  -0.005
H  -18.1540  -15.6355  -0.2128  -0.001
H  -17.9490  -14.8994  1.4373  0.001
H  -14.9108  -15.2910  -1.1524  0.004
H  -15.5412  -13.7898  -1.7743  0.001
H  -16.5201  -15.1987  -1.9922  0.000
H  -14.1186  -12.4483  -0.5220  0.001
H  -16.7451  -11.0924  0.2533  0.000
H  -16.2536  -11.8785  -1.2981  -0.001
H  -15.4489  -10.3803  -0.7115  0.001
H  -13.0384  -11.6823  1.6521  -0.001
H  -14.3746  -10.6884  1.9982  0.000
H  -13.4259  -10.5056  0.4539  -0.002
C  -12.3744  -12.4156  -3.4472  0.000
C  -11.7525  -13.6147  -2.8700  -0.003
C  -10.9813  -14.4551  -3.6738  0.004
C  -10.3674  -15.5534  -3.2030  -0.004
C  -10.4942  -15.8684  -1.8234  0.008
C  -9.7595  -16.9277  -1.2659  -0.017
C  -9.6653  -17.0112  0.0893  0.011
C  -10.4105  -16.1206  0.8999  -0.020
C  -11.2043  -15.0978  0.4241  0.033
S  -11.8541  -13.9623  1.5733  -0.038
C  -11.2542  -14.9390  -1.0097  -0.019
N  -11.9176  -13.8628  -1.5730  0.007
H  -13.0044  -12.6350  -4.3411  0.000
H  -11.6384  -11.7393  -3.9184  0.000
H  -12.9686  -11.8529  -2.7247  0.000
H  -10.9014  -14.2246  -4.7352  0.000
H  -9.7256  -16.1600  -3.8241  0.000
H  -9.2102  -17.6863  -1.9175  -0.001
H  -9.0905  -17.8090  0.5253  0.000
H  -10.2552  -16.1598  1.9806  0.000
O  -11.7771  -12.0086  3.5378  0.018
C  -12.8355  -12.2735  4.0593  0.006
O  -13.6805  -13.2110  3.6960  0.013
C  -13.4079  -11.3933  5.1570  0.000
C  -12.9663  -10.1111  5.3713  0.000
C  -13.7254  -9.2864  6.2092  -0.001
C  -14.7523  -9.8000  7.0419  0.001
C  -15.0677  -11.1207  6.9344  0.000
C  -14.4381  -11.9058  5.9783  0.007
H  -12.1138  -9.6623  4.8169  0.000
H  -13.4003  -8.2440  6.3337  0.000
H  -15.3584  -9.1780  7.7454  0.000
H  -15.8575  -11.5614  7.5159  0.000
H  -14.7395  -12.9215  5.8852  -0.005

***

No. 2
Here is 7 unconnected molecules or ions with the total composition C43H53F18INO18 from the OMol25 dataset. Energies are from the ωB97M-V functional and the def2-TZVPD basis.

Charge = -1
ΔE to the lowest compared entry with this formula, charge and spin = 0.000 eV
Largest force on an atom = 1.75 eV/A
Kohn-Sham gap = 0.286 hartree

Last column: Mulliken charge in e.
Cartesian coordinates (Å):
C  3.5649  2.9993  -6.6470  -1.597
C  2.0938  2.9326  -6.3416  0.677
C  1.1863  2.5938  -7.3364  -1.278
C  -0.1828  2.5487  -7.0742  -0.721
C  -0.7230  2.8297  -5.8099  0.059
C  -2.2397  2.7978  -5.6478  1.145
C  -2.8736  1.8247  -6.6661  -1.790
C  -2.7363  2.4056  -4.2517  -1.025
C  0.2053  3.1678  -4.8131  0.402
O  -0.2117  3.5067  -3.5358  -0.067
C  0.6222  3.0079  -2.5009  -1.797
C  -0.1081  2.7687  -1.1675  2.274
C  -1.4642  3.4606  -1.0039  0.291
C  -1.3886  4.9324  -0.6777  -0.360
O  -1.6704  5.3549  0.3800  -0.461
I  -0.7711  6.3731  -2.1698  -0.073
C  0.8068  3.2111  0.0000  -1.545
C  0.0912  2.5221  1.1495  0.355
O  0.0089  2.8670  2.2886  -0.808
O  -0.5315  1.4285  0.6865  -0.292
C  -0.2071  1.3032  -0.7354  0.800
C  1.1181  0.4944  -0.7042  -1.214
N  0.7882  -0.9223  -0.4965  -0.382
C  -1.2088  0.5078  -1.5935  -0.231
O  -2.2884  0.1874  -1.0705  -0.760
O  -0.8226  0.3204  -2.7655  -0.784
C  1.5781  3.2258  -5.0814  -0.197
H  3.7794  2.3760  -7.5098  0.385
H  3.9105  4.0075  -6.8546  0.317
H  4.1280  2.5738  -5.8187  0.373
H  1.5394  2.3805  -8.3362  0.344
H  -0.8169  2.3044  -7.9090  0.333
H  -2.6351  3.7872  -5.8793  0.388
H  -2.2247  0.9551  -6.7619  0.444
H  -3.8291  1.4551  -6.3168  0.378
H  -2.9475  2.2508  -7.6629  0.359
H  -3.7581  2.0415  -4.3221  0.652
H  -2.7969  3.3000  -3.6417  0.124
H  -2.1394  1.6309  -3.7828  -0.090
H  1.4556  3.6895  -2.3243  0.237
H  1.0575  2.0607  -2.8048  0.611
H  -2.0888  3.0040  -0.2455  0.702
H  -1.9862  3.3556  -1.9499  -0.298
H  0.9275  4.2835  0.1314  0.668
H  1.8257  2.8596  -0.1192  0.685
H  1.7285  0.7984  0.1460  0.327
H  1.6824  0.5689  -1.6282  0.370
H  1.6307  -1.4771  -0.5102  0.268
H  0.2928  -1.0368  0.3775  0.173
H  2.2810  3.5064  -4.3125  0.535
C  -3.5739  -0.1927  2.3385  -0.926
C  -4.9663  -0.2004  1.7568  -0.315
O  -5.4250  -1.5511  1.5125  -0.294
C  -5.9444  -2.1916  2.5374  0.318
O  -6.0875  -1.7872  3.6553  -0.536
C  -6.4126  -3.5870  2.0843  0.934
F  -5.5098  -4.1845  1.3026  -0.245
F  -7.5588  -3.4860  1.3924  -0.261
F  -6.6366  -4.3752  3.1360  -0.256
H  -2.8953  -0.7387  1.6837  0.230
H  -3.2112  0.8293  2.4361  0.290
H  -3.5489  -0.6664  3.3218  0.442
H  -4.9681  0.2878  0.7852  0.294
H  -5.6781  0.3204  2.3967  0.343
C  -0.0201  -2.5259  -3.3910  -1.132
C  -0.6296  -2.8633  -4.7279  0.291
O  0.3925  -3.0635  -5.7449  -0.403
C  0.9390  -4.2557  -5.7985  0.340
O  0.6934  -5.2091  -5.1158  -0.535
C  1.9643  -4.2961  -6.9468  0.879
F  2.7313  -3.2003  -6.9697  -0.247
F  1.3335  -4.3817  -8.1294  -0.261
F  2.7655  -5.3560  -6.8335  -0.249
H  0.6285  -1.6573  -3.4719  0.263
H  -0.7996  -2.2973  -2.6703  0.253
H  0.5788  -3.3592  -3.0118  0.483
H  -1.2368  -2.0310  -5.0774  0.324
H  -1.2669  -3.7359  -4.6626  -0.039
C  0.5701  1.5072  5.0229  -0.595
C  1.8996  1.6456  5.7245  -0.325
O  1.8399  1.1609  7.0906  -0.305
C  1.9905  -0.1371  7.2589  0.341
O  2.1786  -0.9653  6.4175  -0.521
C  1.9393  -0.4672  8.7607  0.911
F  0.9509  0.1817  9.3831  -0.260
F  3.0934  -0.1200  9.3550  -0.284
F  1.7608  -1.7748  8.9524  -0.223
H  -0.2153  2.0070  5.5915  0.307
H  0.6156  1.9542  4.0262  0.068
H  0.2867  0.4588  4.9213  0.323
H  2.1794  2.6935  5.8073  0.321
H  2.6948  1.1302  5.1879  0.337
C  2.7483  9.5656  1.1664  -1.107
C  2.7045  9.6134  -0.3448  -0.110
O  3.9204  9.0892  -0.9173  -0.351
C  3.9744  7.7692  -1.0285  0.371
O  3.1302  6.9945  -0.6973  -0.486
C  5.2938  7.3578  -1.7047  0.906
F  6.3325  8.0386  -1.2041  -0.254
F  5.2312  7.6050  -3.0201  -0.265
F  5.5249  6.0606  -1.5336  -0.232
H  3.6305  10.0876  1.5391  0.312
H  1.8586  10.0354  1.5835  0.373
H  2.7955  8.5375  1.5239  0.297
H  2.6393  10.6414  -0.6950  0.310
H  1.8445  9.0725  -0.7377  0.237
C  -3.6426  -9.6094  -3.1001  -1.121
C  -4.5906  -8.5561  -2.5691  -0.224
O  -3.9904  -7.2509  -2.6134  -0.293
C  -4.0584  -6.6174  -3.7755  0.178
O  -4.5633  -7.0215  -4.7806  -0.529
C  -3.4164  -5.2272  -3.6389  1.162
F  -2.2681  -5.2854  -2.9603  -0.263
F  -4.2384  -4.4020  -2.9831  -0.269
F  -3.1691  -4.7015  -4.8404  -0.291
H  -2.6965  -9.5770  -2.5593  0.305
H  -4.0791  -10.6014  -2.9866  0.380
H  -3.4258  -9.4443  -4.1551  0.312
H  -4.8154  -8.7365  -1.5200  0.325
H  -5.5331  -8.5522  -3.1148  0.325
C  2.6700  -4.4436  9.9421  -1.051
C  4.0091  -4.2703  10.6205  -0.196
O  3.9758  -4.7564  11.9799  -0.333
C  4.1560  -6.0563  12.1399  0.337
O  4.3442  -6.8694  11.2851  -0.509
C  4.1355  -6.3964  13.6410  0.911
F  3.1406  -5.7656  14.2737  -0.247
F  5.2916  -6.0244  14.2101  -0.255
F  3.9836  -7.7044  13.8254  -0.242
H  1.8832  -3.9643  10.5237  0.275
H  2.6918  -4.0009  8.9499  0.312
H  2.4120  -5.4984  9.8450  0.391
H  4.2637  -3.2152  10.6962  0.294
H  4.8072  -4.7643  10.0687  0.321